#a
DFT (ωB97M-V/def2-TZVPD) results for C5H12N3O as an isolated structure.

Geometry as ORCA input:
```
! wB97M-V def2-TZVPD RIJCOSX def2/J DEFGRID3
* xyz 1 1
H 0.764 1.580 -1.456
H -1.014 2.482 0.402
C 1.959 0.600 0.270
H 2.307 1.621 0.590
H -1.919 1.145 -0.152
N -1.090 -1.476 1.753
O -0.370 -0.032 -1.917
H 2.370 -0.134 0.880
H -1.297 -2.021 2.508
H 2.279 0.366 -0.777
H 1.085 -1.756 -0.608
H -1.798 2.389 -1.261
H -1.730 -0.894 -0.795
H -0.035 -3.182 1.184
C 0.154 -1.367 -0.141
N 0.620 0.448 0.165
C -0.311 -2.133 1.016
C -1.239 1.820 -0.559
H 0.085 0.640 0.995
C -0.037 0.993 -1.014
N -0.782 -1.090 -1.083
*
```

Calculated values
Frontier orbital gap ... 0.385 Eh

#b
DFT (ωB97M-V/def2-TZVPD) results for C5H12N3O as an isolated structure.

Geometry as ORCA input:
```
! wB97M-V def2-TZVPD RIJCOSX def2/J DEFGRID3
* xyz 1 1
C 3.292 -0.976 0.556
H -2.351 1.175 -0.513
N 2.093 -0.236 0.322
N 0.985 -0.658 0.403
H 3.972 -0.679 -0.174
H -3.007 -0.895 -1.023
H -1.496 -1.527 -1.230
N 0.244 1.773 -0.482
H -0.435 2.571 -0.430
C -2.037 -0.618 -1.300
O 1.426 2.186 -0.854
H 3.832 -0.545 1.479
C -1.697 0.340 -0.176
H -1.823 0.457 1.948
H -2.843 -0.669 1.329
H 2.051 1.387 -0.636
C -0.251 0.679 -0.197
H -1.088 -1.151 1.208
C -1.868 -0.323 1.221
H 3.203 -2.053 0.808
H -2.203 -0.238 -2.259
*
```

Calculated values
Frontier orbital gap ... 0.334 Eh

#c
DFT (ωB97M-V/def2-TZVPD) results for an isolated ion of composition C5H12N3O and charge +1.

Geometry as ORCA input:
```
! wB97M-V def2-TZVPD RIJCOSX def2/J DEFGRID3
* xyz 1 1
N -0.255 0.063 -0.462
H -1.121 -2.111 0.487
H -1.721 -0.945 -1.440
C -0.590 0.008 0.940
H 1.967 0.159 -0.677
H 1.508 2.255 0.319
N -0.197 -0.268 -2.594
O 1.004 0.518 -2.415
N 1.124 2.162 -0.680
H 1.314 -1.008 1.454
H 0.127 -0.641 2.870
H -1.030 1.008 1.230
C 0.597 -0.311 1.877
H -0.432 -0.437 -3.583
C 1.156 0.826 -1.033
H -2.489 -1.070 0.918
H 1.198 0.561 2.152
H -1.443 -1.700 2.216
C -0.777 -0.574 -1.433
C -1.513 -1.281 1.146
H 1.572 2.787 -1.292
*
```

Calculated values
SMILES ... CC(C)N1C=[NH+]O[C@H]1N
Frontier orbital gap ... 0.394 Eh

#d
DFT (ωB97M-V/def2-TZVPD) results for a 2-piece molecular cluster, C5H12N3O overall.

Geometry as ORCA input:
```
! wB97M-V def2-TZVPD RIJCOSX def2/J DEFGRID3
* xyz 1 1
C 0.124 -0.399 -1.246
H -0.628 0.855 2.437
H 0.030 -2.121 1.151
H 2.245 1.931 0.492
H 2.418 0.166 1.150
N -0.652 -1.871 0.522
O 1.766 -0.438 0.589
H -0.952 -0.906 0.725
N -1.062 0.735 1.578
H 0.659 -0.351 -2.201
H 0.843 -2.220 -0.696
H -0.631 -2.449 -1.527
C 1.099 0.392 -0.256
H -1.471 -2.487 0.666
N -1.666 2.330 -0.136
C 1.555 1.664 -0.308
C -1.482 1.491 0.717
H -2.507 2.620 -0.484
H -0.735 0.378 -1.375
C -0.145 -1.795 -0.840
H 1.193 2.473 -0.958
*
```

Calculated values
Frontier orbital gap ... 0.339 Eh

Best to worst by energy: #d, #c, #a, #b.